(1)
ORCA calculation (the ωB97M-V functional and the def2-TZVPD basis) on 3 unconnected molecules or ions with the total composition C4H14NO2S in a non-equilibrium geometry.

Geometry (Å):
C 1.900 0.502 -2.214
N 1.807 0.764 -0.790
C 0.448 1.125 -0.225
C -0.587 0.048 -0.574
S -2.137 0.257 0.385
C 0.085 2.486 -0.855
H 2.821 -0.048 -2.432
H 1.098 -0.128 -2.611
H 2.005 1.379 -2.859
H 2.068 -0.119 -0.358
H 0.699 1.359 0.801
H -0.797 0.145 -1.632
H -0.146 -0.867 -0.191
H 0.822 3.218 -0.554
H -0.868 2.776 -0.412
H 0.057 2.394 -1.938
H 0.325 -3.341 0.435
H 0.384 -2.575 1.762
O 0.715 -3.400 1.308
H 0.145 -0.319 2.463
H -1.141 -0.976 1.940
O -0.261 -1.179 2.370

## Properties
Charge ... -1
LUMO ... 3.64 eV
HOMO level ... -3.15 eV
Spin multiplicity ... 1
Relative energy (zero: lowest compared OMol25 entry of this formula, charge and spin) ... 8.8 kcal per mole


(2)
ORCA calculation (the ωB97M-V functional and the def2-TZVPD basis) on a molecular structure, C2H4Cl2S2 in a non-equilibrium geometry.

Geometry (Å):
C -0.320 0.243 -1.191
C 1.260 -0.629 2.691
S -1.409 -0.054 0.259
S -1.357 1.568 1.332
Cl 2.347 0.636 2.320
Cl 0.597 -1.513 1.447
H -0.107 -0.725 -1.638
H 0.594 0.730 -0.866
H -0.859 0.877 -1.893
H 0.654 -0.463 3.566

## Properties
Charge ... 0
LUMO (spin up / spin down) ... -0.42 / -1.33 eV
HOMO level (spin up / spin down) ... -8.20 / -8.29 eV
Spin multiplicity ... 1
Relative energy (zero: lowest compared OMol25 entry of this formula, charge and spin) ... 21.3 kcal per mole